# 1
18
Properties=species:S:1:pos:R:3:lowdin_charge:R:1 method="wB97M-V/def2-TZVPD" spin_multiplicity=1 charge=0 smiles="COC(=O)[C@@H](N)C(C)=O" e_above_lowest_kj_mol=203.41 homo_lumo_gap_ev=9.801 largest_force_ev_per_a=3.03 lumo_energy_ev=0.541 energy_ev=-12962.59806
C -0.122 1.080 2.560 -0.064
O -0.158 0.982 1.136 -0.109
C -1.273 0.217 0.643 -0.397
O -2.126 -0.275 1.357 0.129
C -0.889 -0.217 -0.735 -0.197
N -0.770 0.929 -1.649 0.052
C 0.594 -0.912 -0.400 -0.328
C 1.425 -1.175 -1.627 -0.021
O 0.861 -1.506 0.636 0.088
H 0.185 0.116 2.978 0.098
H 0.598 1.854 2.834 0.091
H -1.094 1.364 2.971 0.091
H -1.592 -0.963 -1.110 0.155
H -0.123 1.616 -1.264 0.084
H -0.415 0.649 -2.559 0.070
H 0.905 -1.890 -2.266 0.097
H 2.381 -1.618 -1.332 0.090
H 1.612 -0.250 -2.173 0.071

---

# 2
19
Properties=species:S:1:pos:R:3:lowdin_charge:R:1 method="wB97M-V/def2-TZVPD" spin_multiplicity=1 charge=0 e_above_lowest_kj_mol=265.31 homo_lumo_gap_ev=10.910 largest_force_ev_per_a=5.18 lumo_energy_ev=0.638 energy_ev=-23796.53654
C -1.779 0.383 -0.242 -0.551
C -0.690 0.430 0.813 -0.076
C 0.977 -0.050 -0.070 -0.314
C -0.717 -0.657 1.978 -0.050
C 1.960 0.978 -0.390 -0.101
N -1.304 -0.066 -1.403 0.017
O -2.900 0.681 0.067 0.110
O 0.973 -0.371 -2.687 -0.315
O 0.013 -2.171 -1.221 -0.283
S 0.251 -0.778 -1.443 0.687
H -0.519 1.413 1.236 0.128
H 1.170 -0.923 0.663 0.131
H -1.489 -0.253 2.613 0.075
H 0.222 -0.808 2.545 0.089
H -1.015 -1.579 1.568 0.062
H 1.481 1.676 -1.141 0.120
H 2.763 0.736 -0.966 0.053
H 2.260 1.477 0.452 0.060
H -1.656 -0.117 -2.369 0.158